Entry 1:
Density functional theory data (ωB97M-V/def2-TZVPD) for a structure of composition C16H19N6O9SZr.

Each line ends with the Löwdin charge.
Geometry (Å):
Zr -0.089 0.783 0.212  1.94
O 0.991 1.840 1.910  -0.18
C 1.016 1.058 3.145  -0.14
C 1.539 -0.323 2.822  -0.13
N 0.736 -0.916 1.731  -0.25
C -0.462 -1.639 2.206  -0.06
C -1.599 -1.512 1.191  -0.54
O -2.696 -1.923 1.383  0.17
O -1.238 -0.819 0.081  -0.22
C 1.577 -1.768 0.851  -0.06
C 2.214 -0.970 -0.290  -0.55
O 2.991 -1.460 -1.043  0.17
O 1.764 0.299 -0.369  -0.21
H 1.898 2.082 1.664  0.14
H -0.017 1.047 3.493  0.13
H 1.629 1.575 3.881  0.15
H 1.543 -0.955 3.714  0.15
H 2.571 -0.239 2.477  0.14
H -0.819 -1.205 3.141  0.14
H -0.259 -2.694 2.398  0.15
H 0.964 -2.543 0.392  0.15
H 2.364 -2.268 1.417  0.15
N -1.118 3.262 -3.051  0.24
C -0.454 3.250 -1.920  -0.53
N 0.119 4.332 -1.441  0.23
O -0.362 2.108 -1.250  -0.23
H -1.336 4.168 -3.538  0.08
H -1.484 2.395 -3.405  0.13
H -0.068 5.279 -1.874  0.07
H 0.492 4.303 -0.510  0.12
O -1.974 8.081 -3.880  -0.27
S -1.782 6.829 -3.232  0.49
O -0.605 6.727 -2.359  -0.35
O -1.919 5.632 -4.072  -0.35
C -3.152 6.586 -2.067  -0.34
N -4.260 7.304 -2.140  0.15
C -5.225 6.982 -1.279  -0.08
C -5.104 5.944 -0.358  0.03
C -3.896 5.279 -0.382  -0.24
N -2.921 5.596 -1.218  0.17
C -3.440 4.114 0.426  -0.11
C -3.753 2.821 0.031  0.04
C -2.926 1.794 0.428  -0.11
N -1.849 1.980 1.221  -0.07
C -1.682 3.206 1.755  -0.11
C -2.448 4.286 1.387  0.03
H -6.131 7.574 -1.328  0.12
H -5.900 5.695 0.329  0.12
H -4.550 2.627 -0.673  0.14
H -3.076 0.790 0.048  0.12
H -0.849 3.331 2.432  0.11
H -2.210 5.270 1.767  0.14

Energy relative to the best compared isomer or geometry (same formula, charge and spin), kJ/mol: 0.0
Multiplicity: 1
Calculated total energy, eV: -56383.3810
Largest force on an atom, eV/Å: 0.6
Total charge: +1
HOMO level, eV: -11.645

=====

Entry 2:
Density functional theory data (ωB97M-V/def2-TZVPD) for a cluster of 2 separate species, C16H19NO2S in total.

Each line ends with the Löwdin charge.
Geometry (Å):
C -0.257 -1.710 2.885  -0.08
C 0.428 -0.546 2.153  -0.24
C -0.404 0.726 2.269  -0.05
C 1.888 -0.484 2.282  -0.17
C 2.644 0.732 2.234  -0.01
C 4.024 0.758 2.399  -0.07
C 4.742 -0.418 2.636  -0.07
C 4.048 -1.636 2.699  -0.07
C 2.657 -1.671 2.543  -0.01
H -0.267 -2.638 2.271  0.09
H 0.266 -1.860 3.861  0.10
H -1.312 -1.408 3.113  0.09
H 0.119 1.685 2.129  0.08
H -1.196 0.635 1.509  0.09
H -0.867 0.677 3.285  0.10
H 2.093 1.672 2.130  0.11
H 4.543 1.714 2.330  0.11
H 5.833 -0.378 2.737  0.11
H 4.616 -2.560 2.890  0.11
H 2.145 -2.640 2.720  0.12
C -4.148 1.888 -4.323  -0.06
C -3.023 1.242 -3.606  -0.30
C -2.732 -0.119 -3.807  -0.04
C -1.699 -0.737 -3.079  -0.05
C -0.986 0.010 -2.122  -0.27
S 0.307 -0.732 -1.095  0.57
N -0.330 -1.152 0.330  -0.16
O 0.749 -1.842 -1.940  -0.34
O 1.209 0.404 -0.933  -0.35
C -1.148 1.402 -2.069  -0.06
C -2.165 2.010 -2.807  -0.04
H -4.164 2.954 -4.094  0.07
H -3.976 1.751 -5.391  0.08
H -5.117 1.451 -4.055  0.09
H -3.314 -0.665 -4.575  0.12
H -1.416 -1.772 -3.276  0.11
H -1.050 -1.869 0.067  0.08
H -0.450 2.015 -1.498  0.11
H -2.291 3.108 -2.801  0.12

Energy relative to the best compared isomer or geometry (same formula, charge and spin), kJ/mol: 307.5
Multiplicity: 1
Calculated total energy, eV: -33317.8280
Largest force on an atom, eV/Å: 2.3
Total charge: 0
HOMO level, eV: -8.576

=====

Entry 3:
Density functional theory data (ωB97M-V/def2-TZVPD) for a structure of composition C16H19NOPRbSe2Te2.

Each line ends with the Löwdin charge.
Geometry (Å):
Rb -1.367 1.263 -1.169  0.56
Se -2.254 5.619 2.106  -0.59
Te -0.709 4.445 0.532  -0.16
Te -1.708 5.251 -1.891  -0.11
Se 0.094 4.278 -3.345  -0.61
N -5.257 -1.077 -0.603  0.05
C -4.212 -0.021 -0.502  -0.79
O -2.979 -0.467 -0.767  -0.49
C -4.510 1.010 0.558  -0.10
C -4.671 1.388 -0.919  -0.12
H -4.965 -1.634 -1.401  0.04
H -6.152 -0.667 -0.849  0.04
H -3.690 1.466 1.101  0.09
H -5.418 0.895 1.144  0.08
H -3.958 2.092 -1.334  0.04
H -5.681 1.544 -1.287  0.07
C 3.804 0.468 -1.198  -0.29
P 2.025 0.177 -0.852  0.99
C 2.025 0.395 0.970  -0.38
C 1.751 1.686 1.424  -0.13
C 1.719 1.967 2.786  -0.07
C 1.960 0.954 3.704  -0.09
C 2.235 -0.336 3.262  -0.10
C 2.266 -0.615 1.900  -0.09
C 1.867 -1.643 -1.011  -0.40
C 0.682 -2.235 -0.563  -0.10
C 0.445 -3.590 -0.749  -0.07
C 1.387 -4.379 -1.401  -0.11
C 2.558 -3.803 -1.864  -0.10
C 2.795 -2.441 -1.670  -0.10
H 4.009 0.384 -2.267  0.03
H 4.445 -0.215 -0.637  0.04
H 4.017 1.493 -0.898  0.04
H 1.535 2.480 0.716  0.03
H 1.473 2.970 3.116  0.11
H 1.913 1.165 4.767  0.10
H 2.413 -1.132 3.979  0.09
H 2.466 -1.628 1.561  0.10
H -0.081 -1.633 -0.075  0.11
H -0.487 -4.020 -0.401  0.11
H 1.199 -5.436 -1.558  0.09
H 3.295 -4.409 -2.381  0.09
H 3.718 -2.007 -2.036  0.09

Energy relative to the best compared isomer or geometry (same formula, charge and spin), kJ/mol: 70.7
Multiplicity: 1
Calculated total energy, eV: -175662.3571
Largest force on an atom, eV/Å: 1.8
Total charge: -2
HOMO level, eV: -0.205

=====

Entry 4:
Density functional theory data (ωB97M-V/def2-TZVPD) for a cluster of 7 separate species, C16H20B2NO32S4 in total.

Each line ends with the Löwdin charge.
Geometry (Å):
N -0.804 0.731 0.136  0.27
H -0.036 1.371 0.363  0.05
H -0.377 -0.203 0.235  0.09
H -1.196 1.094 -0.724  0.10
H -1.487 0.912 0.914  0.09
O -4.683 -6.304 3.357  0.17
C -3.837 -5.960 2.610  -0.37
O -2.716 -5.269 2.896  0.23
B -2.012 -4.936 1.656  -0.86
O -2.669 -5.710 0.599  0.23
C -3.750 -6.275 1.083  -0.40
O -4.512 -6.976 0.483  0.14
O -1.996 -3.463 1.340  0.22
C -0.758 -3.083 1.088  -0.35
O -0.393 -1.962 0.839  0.12
C 0.149 -4.297 1.378  -0.40
O -0.579 -5.310 1.758  0.24
O 1.340 -4.188 1.498  0.16
O -2.838 -1.742 4.137  0.18
C -1.748 -1.263 4.091  -0.40
O -0.681 -1.667 4.751  0.26
B 0.434 -0.756 4.481  -0.80
O -0.101 0.188 3.474  0.24
C -1.370 -0.055 3.241  -0.37
O -2.063 0.559 2.469  0.11
O 1.605 -1.385 3.726  0.21
C 2.704 -1.229 4.389  -0.43
O 3.809 -1.608 4.114  0.14
C 2.334 -0.469 5.705  -0.40
O 1.046 -0.225 5.721  0.24
O 3.155 -0.127 6.509  0.13
C 2.648 1.453 -4.521  -0.11
C 1.661 2.443 -5.157  -0.15
O 0.809 2.792 -4.074  -0.21
S 1.562 2.767 -2.631  0.63
O 0.626 2.190 -1.711  -0.22
O 2.092 4.043 -2.305  -0.21
O 2.657 1.684 -3.084  -0.19
H 3.656 1.478 -4.924  0.13
H 2.281 0.427 -4.523  0.13
H 1.004 1.988 -5.894  0.14
H 2.155 3.340 -5.533  0.13
C -2.881 -3.284 -2.653  -0.12
C -3.344 -2.150 -1.745  -0.15
O -2.419 -1.081 -1.932  -0.23
S -1.181 -1.455 -2.924  0.66
O 0.087 -1.107 -2.364  -0.22
O -1.581 -1.031 -4.246  -0.25
O -1.454 -3.062 -2.809  -0.20
H -3.221 -3.091 -3.673  0.12
H -3.042 -4.293 -2.295  0.14
H -3.304 -2.258 -0.653  0.13
H -4.328 -1.698 -1.905  0.13
C -2.109 4.913 -2.380  -0.18
C -0.778 5.693 -2.109  -0.16
O -0.342 5.237 -0.847  -0.20
S -1.494 4.562 0.073  0.70
O -2.236 5.496 0.867  -0.22
O -1.001 3.380 0.705  -0.20
O -2.437 4.168 -1.235  -0.18
H -1.977 4.208 -3.202  0.12
H -2.850 5.602 -2.789  0.12
H -0.986 6.760 -2.057  0.13
H -0.061 5.483 -2.896  0.11
C 4.836 1.739 0.029  -0.19
C 4.930 1.728 1.550  -0.14
O 4.048 0.687 1.967  -0.19
S 2.900 0.394 0.890  0.67
O 1.857 1.376 1.082  -0.24
O 2.579 -0.999 0.907  -0.17
O 3.857 0.809 -0.351  -0.20
H 5.760 1.463 -0.486  0.13
H 4.581 2.720 -0.391  0.13
H 4.544 2.632 2.024  0.13
H 5.926 1.455 1.891  0.13

Energy relative to the best compared isomer or geometry (same formula, charge and spin), kJ/mol: 111.7
Multiplicity: 1
Calculated total energy, eV: -128629.7469
Largest force on an atom, eV/Å: 2.5
Total charge: -1
HOMO level, eV: -6.695